Computed, not measured: an isolated ion of composition C6H12N and charge +1 in a non-equilibrium geometry, with ωB97M-V/def2-TZVPD.

CARTESIAN COORDINATES (ANGSTROEM)
C1 -1.8698 1.0459 -0.3547
C2 -0.8057 0.3312 0.3938
N1 -0.9289 -1.2291 0.4954
C3 0.5511 -1.3188 0.3032
C4 0.9297 -0.8588 -1.0739
C5 0.8011 0.1570 -0.0793
C6 1.8761 1.0957 0.3720
H1 -1.8986 0.9537 -1.3881
H2 -2.0510 2.0941 -0.1819
H3 -2.8727 0.6461 -0.0592
H4 -0.6580 0.7706 1.3224
H5 -1.5204 -1.5994 -0.2510
H6 -1.4136 -1.6747 1.2768
H7 1.0750 -2.1233 0.7906
H8 1.9249 -0.9737 -1.4147
H9 0.2665 -1.0567 -1.8439
H10 2.3885 0.8006 1.3963
H11 1.4853 2.0892 0.6077
H12 2.7204 0.8505 -0.3115

**E_LUMO**: -3.2 eV
**Gap between HOMO and LUMO**: 11.21 eV
**Spin multiplicity**: 1
**SMILES**: C[C@H]1[NH2+][C@H]2C[C@]21C
**Total charge**: +1
**E_HOMO**: -14.376 eV
**Maximum force**: 4.60 eV/A
**Energy**: -290.22062 Ha



Computed, not measured: one molecule with the formula C6H9N, with ωB97M-V/def2-TZVPD.

CARTESIAN COORDINATES (ANGSTROEM)
C1 -1.5488 -1.5225 2.4596
C2 -1.3354 -0.8362 1.1857
C3 -1.1173 -0.2678 0.1452
C4 -0.7443 0.3967 -1.1087
C5 0.5065 1.2611 -0.9632
C6 1.7323 0.7210 -0.3392
N1 1.6500 0.8826 -1.7910
H1 -0.8599 -1.1389 3.2184
H2 -1.3671 -2.5971 2.3581
H3 -2.5677 -1.3810 2.8333
H4 -1.5764 1.0053 -1.4817
H5 -0.5462 -0.3597 -1.8765
H6 0.3174 2.3263 -0.8250
H7 1.7344 -0.3048 0.0263
H8 2.3645 1.3953 0.2356
H9 2.1724 1.7022 -2.0887

**E_LUMO**: 1.1 eV
**Gap between HOMO and LUMO**: 10.40 eV
**Spin multiplicity**: 1
**SMILES**: CC#CC[C@H]1CN1
**E_HOMO**: -9.334 eV
**Maximum force**: 0.54 eV/A
**Energy**: -288.67576 Ha



Computed, not measured: an isolated ion of composition C3NO4S and charge -1 in a non-equilibrium geometry, with ωB97M-V/def2-TZVPD.

CARTESIAN COORDINATES (ANGSTROEM)
C1 0.7116 0.0121 -0.7164
C2 -2.9399 -0.2548 -0.0992
C3 -0.4687 -0.2145 -0.4814
N1 -1.8030 -0.2947 -0.4905
O1 1.9653 0.1147 -0.8381
O2 -4.0849 -0.0699 0.1401
O3 4.0157 -0.2951 0.8575
O4 2.5491 1.5463 1.4785
S1 2.6324 0.1374 1.0444

**E_LUMO**: 3.3 eV
**Gap between HOMO and LUMO**: 7.88 eV
**Spin multiplicity**: 1
**Total charge**: -1
**E_HOMO**: -4.629 eV
**Maximum force**: 2.64 eV/A
**Energy**: -868.22678 Ha



Computed, not measured: C2HFOSr as an isolated structure in a non-equilibrium geometry, with ωB97M-V/def2-TZVPD.

CARTESIAN COORDINATES (ANGSTROEM)
H1 -0.6879 -1.1690 1.1540
C1 0.0917 0.1004 0.3442
C2 -1.1232 -0.4744 0.2457
O1 1.1030 0.5603 -0.0688
F1 -2.2066 0.2709 0.3851
Sr1 2.8230 0.7118 -2.0602

**E_LUMO (spin up / spin down)**: -4.2 / -4.4 eV
**Gap between HOMO and LUMO (spin up / spin down)**: 5.68 / 9.74 eV
**Spin multiplicity**: 2
**Total charge**: +1
**E_HOMO (spin up / spin down)**: -9.923 / -14.094 eV
**Maximum force**: 4.09 eV/A
**Energy**: -282.23146 Ha